C69H155N9O13 | the ωB97M-V functional and the def2-TZVPD basis

The geometry in ORCA input format:
```
! wB97M-V def2-TZVPD RIJCOSX def2/J DEFGRID3
* xyz 0 1
C -30.3421 10.5775 -31.3484
O -29.3115 11.1920 -32.0853
C -28.0483 10.6548 -31.7577
C -26.9249 11.4611 -32.3952
N -27.0127 12.8368 -31.9825
C -25.9071 13.7402 -32.2360
C -26.4323 15.1798 -32.1988
O -26.6186 15.5651 -30.8514
C -27.1548 16.8526 -30.6922
H -30.4335 9.5043 -31.5379
H -31.2699 11.0602 -31.6668
H -30.3175 10.7891 -30.2742
H -28.0081 9.6350 -32.1873
H -27.9899 10.4356 -30.6842
H -26.9134 11.3038 -33.4844
H -25.9601 11.0673 -32.0578
H -27.9427 13.2148 -32.0329
H -25.6085 13.6427 -33.2902
H -25.1216 13.5985 -31.4956
H -27.3778 15.2712 -32.7387
H -25.5954 15.7691 -32.5997
H -26.3812 17.6104 -30.8640
H -27.6206 16.9230 -29.7129
H -27.9306 17.0964 -31.4314
C -35.1101 11.3508 -34.8092
O -34.0229 10.8100 -35.4869
C -33.0628 10.1597 -34.6983
C -33.5260 8.9907 -33.8351
N -33.8517 7.7803 -34.5753
C -34.6526 6.8422 -33.7827
C -36.1510 7.1274 -33.6868
O -36.9601 6.5634 -34.7038
C -36.7710 7.2615 -35.9318
H -35.6819 12.0642 -35.4027
H -34.7724 12.0022 -33.9842
H -35.7817 10.5986 -34.3838
H -32.6190 10.9231 -34.0469
H -32.2677 9.7482 -35.3250
H -34.3817 9.4049 -33.2737
H -32.7764 8.7639 -33.0745
H -34.4038 8.0441 -35.3831
H -34.2093 6.7310 -32.7963
H -34.6446 5.8672 -34.2864
H -36.3805 8.1959 -33.5762
H -36.4791 6.7720 -32.7058
H -35.8831 6.8653 -36.4319
H -36.7128 8.3500 -35.8429
H -37.6244 7.1027 -36.5919
C -23.8674 5.2036 -34.7030
O -23.7058 6.3779 -33.9494
C -22.5573 7.1395 -34.2519
C -22.6553 8.5720 -33.6984
N -23.3684 8.5954 -32.4211
C -22.5485 8.0274 -31.3175
C -23.4097 7.8002 -30.0795
O -24.4336 6.8297 -30.2499
C -25.6888 7.3293 -30.7101
H -24.8978 4.9046 -34.5024
H -23.1975 4.3793 -34.4514
H -23.8677 5.3692 -35.7853
H -22.3781 7.2088 -35.3380
H -21.6981 6.5127 -33.9746
H -23.1785 9.2556 -34.3668
H -21.6477 8.9564 -33.5348
H -24.1313 7.9309 -32.4245
H -21.8378 8.8207 -31.0572
H -21.9871 7.1342 -31.6047
H -23.8259 8.7224 -29.6685
H -22.6738 7.4310 -29.3573
H -25.8488 7.2736 -31.7931
H -25.9011 8.3541 -30.4034
H -26.3857 6.6006 -30.2924
C -30.9863 -1.9104 -28.7772
O -31.4374 -0.7355 -29.4009
C -30.3902 0.1513 -29.7169
C -30.9966 1.3273 -30.4639
N -30.0503 2.3368 -30.9353
C -29.0382 2.7412 -29.9717
C -29.4570 3.3866 -28.6293
O -29.8770 4.7204 -28.8227
C -31.2447 4.7736 -29.0686
H -31.8206 -2.6171 -28.8006
H -30.7522 -1.7990 -27.7164
H -30.2042 -2.4261 -29.3407
H -29.6603 -0.3534 -30.3643
H -29.8397 0.4513 -28.8166
H -31.6773 1.8005 -29.7421
H -31.5759 0.8926 -31.2788
H -30.5469 3.1760 -31.2171
H -28.3925 3.4793 -30.4592
H -28.3331 1.9329 -29.7584
H -28.5649 3.3613 -28.0007
H -30.2015 2.7823 -28.1006
H -31.5602 5.7965 -29.2963
H -31.9688 4.5783 -28.2602
H -31.6147 4.1424 -29.8835
C -31.7818 4.6733 -35.4202
C -31.1809 4.1019 -34.1048
C -29.8661 3.3832 -34.4036
C -28.7001 4.3239 -34.6684
C -28.5146 5.2128 -33.4414
C -29.7992 5.9718 -33.0567
N -30.9433 5.0389 -33.0071
O -32.1262 5.6482 -32.5470
C -29.4757 6.5732 -31.6848
C -30.0295 7.1626 -34.0030
C -32.1311 3.0053 -33.6239
H -32.6618 5.2730 -35.1813
H -32.0660 3.8716 -36.0999
H -31.0713 5.3241 -35.9296
H -29.5568 2.6399 -33.6626
H -29.9699 2.7902 -35.3198
H -28.8155 4.7978 -35.6496
H -27.7333 3.8330 -34.8202
H -27.7341 5.9490 -33.6616
H -28.1560 4.6211 -32.5977
H -28.7626 7.3933 -31.6535
H -30.4263 6.8837 -31.2373
H -29.1205 5.7911 -31.0103
H -31.0228 7.5467 -33.7644
H -29.2664 7.9055 -33.7830
H -30.0182 6.8819 -35.0552
H -33.1542 3.3672 -33.4944
H -31.8170 2.5360 -32.6921
H -32.1880 2.2167 -34.3783
H -32.4363 6.1743 -33.3087
C -32.5836 -0.0216 -41.7997
C -32.0049 -0.2383 -40.3959
C -30.8987 -1.3420 -40.5648
C -29.7739 -1.2986 -39.5241
C -29.2088 0.0818 -39.2939
C -30.2903 1.0883 -38.9553
N -31.3790 0.9851 -39.9231
O -32.3183 2.0179 -39.8043
C -30.8236 0.8751 -37.5141
C -29.6641 2.4886 -39.0828
C -33.1146 -0.8038 -39.4880
H -31.8820 0.3648 -42.5379
H -33.5122 0.5496 -41.7991
H -32.8481 -1.0187 -42.1685
H -31.3716 -2.3162 -40.4200
H -30.4332 -1.3784 -41.5507
H -28.9474 -1.9041 -39.9082
H -30.0941 -1.7408 -38.5766
H -28.6726 0.4081 -40.1886
H -28.5257 -0.0016 -38.4455
H -29.9124 0.9036 -36.9025
H -31.3638 1.7922 -37.2758
H -31.3373 -0.0534 -37.2974
H -29.2062 2.6554 -40.0549
H -30.3407 3.2617 -38.7131
H -28.8373 2.6111 -38.3700
H -33.9029 -0.0667 -39.3350
H -32.7464 -1.0695 -38.4957
H -33.4836 -1.7306 -39.9272
H -32.1265 2.6615 -40.4959
C -30.1862 -0.6419 -33.6465
C -28.7210 -0.9100 -33.9619
C -28.6303 -1.0651 -35.4727
C -27.2103 -0.9901 -36.0059
C -26.6150 0.3555 -35.5900
C -26.6426 0.5667 -34.0434
N -27.9556 0.2603 -33.4996
O -28.1120 0.4762 -32.1207
C -25.5003 -0.3450 -33.5005
C -26.3245 2.0472 -33.8307
C -28.3099 -2.2400 -33.2727
H -30.5081 0.3475 -33.9765
H -30.3327 -0.7073 -32.5640
H -30.8613 -1.3949 -34.0572
H -28.9169 -2.0813 -35.7704
H -29.2955 -0.4081 -36.0382
H -27.2992 -1.0879 -37.0915
H -26.6226 -1.8404 -35.6566
H -27.1743 1.1709 -36.0577
H -25.5653 0.4682 -35.8614
H -24.7512 0.1738 -32.8938
H -25.9376 -1.0791 -32.8204
H -24.8913 -0.9019 -34.2146
H -25.2468 2.1536 -33.9475
H -26.9500 2.6399 -34.4959
H -26.5774 2.3813 -32.8211
H -27.4824 -2.7329 -33.7830
H -29.1449 -2.9443 -33.2921
H -28.0720 -2.0713 -32.2221
H -28.7567 1.2052 -32.1067
C -38.1259 1.7123 -34.1407
C -36.7795 2.4830 -34.0933
C -35.6538 1.4834 -33.7745
C -35.2120 0.6483 -34.9616
C -34.6796 1.5586 -36.0594
C -35.7999 2.5444 -36.4832
N -36.4948 3.1705 -35.3709
O -37.4737 4.0854 -35.7536
C -35.0508 3.6466 -37.2816
C -36.7420 1.7822 -37.4318
C -36.7066 3.5616 -32.9930
H -38.9653 2.3791 -33.9655
H -38.0673 0.9100 -33.3989
H -38.2294 1.1197 -35.0484
H -34.7886 2.0733 -33.4555
H -35.9403 0.8554 -32.9309
H -36.0408 0.0213 -35.2991
H -34.4323 -0.0195 -34.5822
H -34.4558 0.9587 -36.9408
H -33.7819 2.0405 -35.6721
H -34.6823 3.2761 -38.2397
H -35.7580 4.4529 -37.5116
H -34.2466 4.1916 -36.7823
H -36.3037 1.2986 -38.3032
H -37.2389 0.9960 -36.8588
H -37.5720 2.4250 -37.7345
H -37.0420 3.2922 -31.9918
H -37.3501 4.4115 -33.2448
H -35.7062 3.9936 -33.0406
H -37.2232 4.9373 -35.3422
C -27.6816 10.4906 -39.4303
C -26.5713 10.5767 -38.3750
C -27.1447 11.3292 -37.1709
C -27.9932 10.4929 -36.2203
C -27.1740 9.2944 -35.7553
C -26.7417 8.4186 -36.9602
N -26.0052 9.2954 -37.9164
O -25.3535 8.5885 -38.9463
C -25.8733 7.3306 -36.3712
C -27.9462 7.8323 -37.7103
C -25.3948 11.4166 -38.9163
H -27.4517 9.7746 -40.2225
H -27.8700 11.4227 -39.9686
H -28.6146 10.2520 -38.9258
H -26.2722 11.6787 -36.6030
H -27.7081 12.2386 -37.3907
H -28.9161 10.1642 -36.7062
H -28.3229 11.0727 -35.3548
H -27.8396 8.8246 -35.0261
H -26.3614 9.7051 -35.1495
H -24.8199 7.5596 -36.2189
H -26.2655 7.0215 -35.4001
H -25.9584 6.4330 -36.9940
H -27.6051 7.4432 -38.6722
H -28.3701 6.9935 -37.1478
H -28.7422 8.5276 -37.9442
H -24.6013 11.3507 -38.1676
H -25.6434 12.4823 -38.8715
H -25.0829 11.2081 -39.9360
H -24.4357 8.6719 -38.6683
*
```

Properties
SMILES string	CC1(C)CCCC(C)(C)N1O.CC1(C)CCCC(C)(C)N1O.CC1(C)CCCC(C)(C)N1O.CC1(C)CCCC(C)(C)N1O.CC1(C)CCCC(C)(C)N1O.COCCNCCOC.COCCNCCOC.COCCNCCOC.COCCNCCOC
gap between HOMO and LUMO	0.29991	hartree
E_HOMO	-7.6	eV
energy above the lowest of the compared OMol25 structures with the same formula, charge and spin	36.0	kcal per mole

Results of the Löwdin charge analysis, in e, for atoms 1 through 6: -0.111 -0.183 -0.231 -0.199 -0.071 -0.191

C69H156N8O13 | the ωB97M-V functional and the def2-TZVPD basis

The geometry in ORCA input format:
```
! wB97M-V def2-TZVPD RIJCOSX def2/J DEFGRID3
* xyz 1 2
C -1.0623 -1.2296 1.6588
C -0.7299 -0.0308 0.7695
C -0.0376 -0.4127 -0.5809
O -1.9241 0.6349 0.3586
H -1.4356 -0.9744 2.6505
H -0.2381 -1.9232 1.8256
H -1.7555 -1.8520 1.0929
H -0.0603 0.5758 1.3792
H -0.4685 -1.3160 -1.0126
H 0.9880 -0.6971 -0.3456
H -0.0294 0.4068 -1.2995
H -2.6593 0.0178 0.3757
C -5.3736 1.6643 1.1829
C -4.9432 0.3385 1.8001
C -6.1036 -0.4932 2.3522
O -4.4568 -0.4657 0.7785
H -6.0582 2.2057 1.8358
H -5.9870 1.2601 0.3776
H -4.6236 2.3221 0.7438
H -4.2883 0.3634 2.6711
H -6.9810 -0.6208 1.7182
H -6.4996 -0.0359 3.2589
H -5.7515 -1.4685 2.6882
H -5.2122 -0.7388 0.2528
C 2.1998 6.2305 0.5226
O 0.8959 5.7101 0.4961
C 0.8358 4.3701 1.0606
C -0.5958 3.8964 1.4895
N -1.0943 4.8881 2.3932
C -2.4708 4.5886 2.6998
C -3.1203 5.6254 3.7184
O -3.2834 6.9177 3.0269
C -4.2208 7.8186 3.5482
H 2.6529 6.3675 1.5045
H 2.1663 7.2002 0.0261
H 2.7920 5.5134 -0.0458
H 1.4801 4.4025 1.9392
H 1.3554 3.6187 0.4660
H -0.4301 2.8654 1.8018
H -1.2726 3.7299 0.6514
H -0.8908 5.7688 1.9426
H -2.4216 3.6421 3.2382
H -3.1658 4.2972 1.9122
H -2.4728 5.7686 4.5835
H -4.0848 5.2844 4.0945
H -3.9478 8.0403 4.5799
H -5.2113 7.3647 3.5164
H -4.1435 8.7184 2.9380
C -2.5267 2.0197 -3.0215
O -3.5787 2.7980 -3.5843
C -4.6099 2.9948 -2.5802
C -5.9603 3.4530 -3.2285
N -6.7353 2.3425 -3.7243
C -8.0269 2.7199 -4.2514
C -8.8781 1.5200 -4.7199
O -8.2898 0.8788 -5.8976
C -8.9781 -0.3051 -6.3295
H -2.4348 2.0697 -1.9365
H -1.5829 2.3891 -3.4227
H -2.5725 1.0145 -3.4405
H -4.2384 3.6176 -1.7665
H -4.8496 2.0693 -2.0566
H -5.7080 4.0616 -4.0969
H -6.5607 4.0024 -2.5034
H -6.2915 2.0915 -4.5962
H -7.9915 3.4716 -5.0400
H -8.6224 3.2645 -3.5187
H -9.9203 1.7618 -4.9287
H -8.9954 0.8637 -3.8576
H -10.0293 -0.0414 -6.4455
H -8.8484 -1.0531 -5.5474
H -8.6213 -0.7093 -7.2768
C -0.0527 -0.0651 -4.7406
O 1.0548 -0.5458 -5.5017
C 1.2038 0.0267 -6.8213
C 2.4050 -0.4891 -7.5148
N 3.6782 0.1838 -7.0877
C 4.8753 -0.5953 -7.6061
C 6.1665 -0.1613 -6.9386
O 6.2663 -0.7462 -5.6448
C 7.5660 -0.7660 -5.0246
H 0.1569 -0.3473 -3.7088
H -1.0324 -0.4880 -4.9629
H -0.0960 1.0240 -4.7543
H 1.3210 1.0896 -6.6104
H 0.3694 -0.1531 -7.4992
H 2.2587 -0.1978 -8.5549
H 2.4853 -1.5635 -7.3495
H 3.6000 0.0922 -6.0849
H 5.0093 -0.5257 -8.6856
H 4.7321 -1.6544 -7.3915
H 6.3132 0.9175 -6.9901
H 6.9907 -0.6004 -7.5007
H 7.5776 -0.9307 -3.9471
H 8.2410 0.0364 -5.3223
H 8.0724 -1.5824 -5.5394
C 3.5137 1.8052 6.3771
C 2.1841 2.3449 5.9864
C 1.6948 1.3255 4.8510
C 0.1996 1.3480 4.4829
C -0.6389 1.2246 5.6581
C -0.3461 2.3129 6.7416
N 1.1440 2.2824 7.0391
O 1.4228 3.0136 8.1428
C -0.9272 3.6702 6.2562
C -1.2914 1.9237 7.8918
C 2.3290 3.7866 5.4730
H 4.1350 1.5395 5.5218
H 3.5422 0.9537 7.0570
H 4.0432 2.5853 6.9240
H 2.1833 1.6033 3.9171
H 2.0460 0.3088 5.0276
H -0.0786 0.5362 3.8109
H 0.0928 2.3557 4.0815
H -0.7724 0.1924 5.9818
H -1.5926 1.5383 5.2336
H -0.5368 4.0125 5.2978
H -1.9981 3.5891 6.0701
H -0.7285 4.4170 7.0248
H -1.6207 2.7797 8.4809
H -2.1187 1.2886 7.5749
H -0.7902 1.3473 8.6694
H 1.5886 4.0447 4.7158
H 3.3392 3.9480 5.0969
H 2.2250 4.5034 6.2875
H 1.5422 3.9030 7.8018
C 4.5300 0.2384 2.6553
C 3.9117 -1.2213 2.3806
C 4.0840 -1.3896 0.8159
C 4.0744 -2.8466 0.3130
C 4.9831 -3.7781 1.2011
C 4.7523 -3.6990 2.7059
N 4.7205 -2.2638 3.1161
O 4.6290 -2.1291 4.4882
C 3.3860 -4.4261 2.9313
C 5.9583 -4.4332 3.4637
C 2.3733 -1.3642 2.6164
H 5.6138 0.1282 2.6901
H 4.2760 0.6388 3.6368
H 4.2822 0.9236 1.8446
H 3.2439 -0.9152 0.3088
H 5.0378 -0.9087 0.5991
H 4.5372 -2.8234 -0.6736
H 3.0817 -3.2882 0.2253
H 6.0359 -3.6297 0.9610
H 4.7774 -4.7780 0.8192
H 3.4702 -5.4896 2.7078
H 2.9722 -4.3463 3.9365
H 2.6389 -3.9359 2.3071
H 5.7407 -4.7604 4.4804
H 6.2341 -5.3612 2.9630
H 6.8874 -3.8666 3.4006
H 1.8446 -2.1870 2.1350
H 1.9308 -0.4499 2.2209
H 2.1458 -1.3658 3.6823
H 5.5252 -1.8458 4.6834
C -0.6302 -5.7612 -7.3967
C -1.1599 -4.6207 -6.4939
C -2.3693 -5.0988 -5.6335
C -1.9864 -6.0208 -4.4678
C -1.0306 -5.1960 -3.5137
C 0.1918 -4.5497 -4.2848
N -0.1871 -3.9093 -5.5783
O 0.8537 -3.2568 -6.2926
C 0.7757 -3.4170 -3.3890
C 1.4021 -5.4973 -4.5213
C -1.7224 -3.5029 -7.4390
H 0.1124 -5.3312 -8.0688
H -1.4050 -6.2149 -8.0148
H -0.3327 -6.6179 -6.7920
H -3.0447 -4.3562 -5.2088
H -3.0694 -5.6553 -6.2566
H -1.3091 -6.8560 -4.6460
H -2.8716 -6.3832 -3.9450
H -0.7572 -5.8206 -2.6633
H -1.6367 -4.3826 -3.1149
H 0.0521 -2.6020 -3.4062
H 0.8093 -3.6628 -2.3276
H 1.7009 -2.9673 -3.7495
H 1.8314 -5.9726 -3.6393
H 1.0770 -6.2986 -5.1848
H 2.2956 -4.9730 -4.8601
H -1.0089 -3.2359 -8.2186
H -2.0599 -2.6277 -6.8839
H -2.5666 -3.9307 -7.9797
H 0.8531 -2.3660 -5.9346
C 1.8125 5.4831 -2.8569
C 2.7011 4.3764 -3.4464
C 4.0013 5.0384 -3.9822
C 5.2025 4.1131 -4.3381
C 5.3787 3.2422 -3.0735
C 4.1072 2.3404 -2.7364
N 2.9566 3.2882 -2.4396
O 1.8241 2.6333 -1.9884
C 3.8926 1.2556 -3.9144
C 4.4414 1.5680 -1.4154
C 1.9274 3.8308 -4.6867
H 1.3034 6.1459 -3.5566
H 2.3795 6.1672 -2.2256
H 1.0081 4.9778 -2.3224
H 3.6456 5.7744 -4.7032
H 4.4528 5.6183 -3.1772
H 6.0900 4.6484 -4.6756
H 4.9764 3.5286 -5.2299
H 5.7358 3.7979 -2.2065
H 6.2234 2.5821 -3.2704
H 4.7999 0.6724 -4.0714
H 3.0247 0.6297 -3.7067
H 3.6842 1.6899 -4.8922
H 3.6413 0.8755 -1.1536
H 5.4264 1.1124 -1.5163
H 4.4924 2.3344 -0.6420
H 2.4506 3.8617 -5.6424
H 1.0036 4.3830 -4.8597
H 1.5389 2.8190 -4.5705
H 1.6476 3.0143 -1.1251
C -1.4908 -4.9209 3.9413
C -1.1269 -4.3184 5.3104
C -1.2657 -2.8195 5.2283
C -2.7128 -2.2617 5.3121
C -3.4234 -2.7857 6.5930
C -3.3516 -4.3517 6.6754
N -1.9483 -4.8833 6.5347
O -1.9615 -6.2271 6.4896
C -3.9346 -4.5988 8.0821
C -4.3276 -5.0174 5.6857
C 0.4106 -4.5307 5.6565
H -2.0791 -4.2390 3.3273
H -2.0816 -5.8361 3.9796
H -0.5647 -5.1297 3.4057
H -0.6804 -2.3097 5.9935
H -0.7702 -2.6107 4.2802
H -3.2995 -2.5935 4.4556
H -2.8866 -1.1857 5.3047
H -4.4617 -2.4615 6.5229
H -2.9808 -2.2404 7.4266
H -3.9319 -5.6702 8.2827
H -3.1922 -4.2006 8.7737
H -4.9124 -4.1290 8.1890
H -3.9797 -5.0929 4.6555
H -4.7006 -6.0039 5.9608
H -5.2104 -4.4092 5.4883
H 1.0396 -4.1474 4.8531
H 0.5824 -5.5932 5.8288
H 0.5895 -3.9998 6.5915
H -1.5615 -6.4729 7.3269
*
```

Properties
<S²>	0.754
gap between HOMO and LUMO (spin up / spin down)	0.26649 / 0.10499	hartree
E_HOMO (spin up / spin down)	-9.2 / -9.2	eV

Results of the Löwdin charge analysis, in e, for atoms 1 through 6: -0.050 -0.444 -0.029 -0.067 0.070 0.057

Number 1: calculated total energy -4192.462412 a.u.. Number 2: calculated total energy -4137.944637 a.u..